(1)
ORCA calculation (ωB97M-V/def2-TZVPD) on C25H49MnNO4Si4Te as an isolated structure in a non-equilibrium geometry.

Geometry (Å):
Mn (14.8641, 14.3403, 9.3844)
C (14.3129, 17.1984, 8.0221)
C (13.1863, 17.2021, 9.0301)
O (12.8507, 15.8599, 9.4612)
C (12.3207, 15.7893, 10.7925)
C (13.3757, 15.8350, 11.8699)
O (14.5587, 15.0339, 11.5827)
C (15.7526, 15.7221, 12.0629)
C (16.9779, 15.0133, 11.5315)
O (17.1147, 15.0495, 10.0834)
C (17.5268, 16.3322, 9.5387)
C (16.7263, 16.7026, 8.3192)
O (15.3517, 16.3026, 8.5097)
H (14.6573, 18.2083, 7.9322)
H (13.9563, 16.8048, 7.0610)
H (12.3500, 17.7340, 8.5473)
H (13.4968, 17.7946, 9.9416)
H (11.7061, 14.8596, 10.8724)
H (11.6417, 16.6075, 10.9898)
H (12.9291, 15.4008, 12.7889)
H (13.6851, 16.8559, 12.1063)
H (15.8705, 15.6705, 13.1544)
H (15.8081, 16.7857, 11.7863)
H (16.9429, 13.9222, 11.7694)
H (17.8699, 15.4767, 11.9690)
H (18.5712, 16.3188, 9.2534)
H (17.3967, 17.0883, 10.3133)
H (17.1282, 16.2433, 7.4084)
H (16.7760, 17.8059, 8.2086)
C (12.2252, 12.0161, 9.7094)
C (10.8686, 11.4528, 9.3756)
C (9.9124, 11.4314, 10.4133)
C (8.7132, 10.7795, 10.1699)
C (8.4376, 10.2861, 8.9112)
C (9.3689, 10.3818, 7.8521)
C (10.5827, 10.9637, 8.0890)
C (7.1292, 9.7227, 8.6356)
N (6.0830, 9.2592, 8.4688)
H (12.1320, 13.0792, 9.9205)
H (12.6164, 11.5790, 10.6370)
H (10.1421, 11.8998, 11.3826)
H (7.9022, 10.7198, 10.9348)
H (9.1118, 10.0317, 6.8338)
H (11.3826, 11.0072, 7.3420)
C (13.2831, 7.9429, 6.3670)
Si (15.1224, 8.3661, 6.7955)
C (15.8194, 9.3317, 5.3043)
C (16.0466, 6.6771, 6.9502)
Si (15.4784, 9.6951, 8.7805)
Te (14.0148, 11.8148, 8.2693)
Si (17.8724, 10.1616, 8.9921)
C (18.7637, 8.5590, 9.3217)
C (18.1404, 11.4156, 10.4016)
C (18.5500, 10.9200, 7.3609)
Si (14.6953, 8.5371, 10.7129)
C (12.8364, 8.3194, 10.6561)
C (15.6302, 6.8874, 11.0246)
C (15.0167, 9.6642, 12.2006)
H (13.1700, 7.6102, 5.2864)
H (12.6940, 8.8459, 6.5089)
H (12.8811, 7.0984, 7.0233)
H (15.0907, 9.2598, 4.4443)
H (16.8070, 8.9813, 5.0102)
H (15.9701, 10.4274, 5.5284)
H (15.3700, 5.8706, 6.5687)
H (16.3107, 6.4047, 8.0086)
H (16.9879, 6.6155, 6.3737)
H (18.3795, 8.1244, 10.2825)
H (19.8673, 8.6804, 9.4462)
H (18.5889, 7.8331, 8.5424)
H (17.8371, 11.0648, 11.4002)
H (17.6068, 12.3645, 10.1873)
H (19.2001, 11.7421, 10.4541)
H (18.6128, 10.1550, 6.5798)
H (19.6000, 11.2265, 7.5449)
H (17.9640, 11.7625, 7.0207)
H (12.3852, 8.5106, 9.6937)
H (12.3363, 8.9968, 11.4071)
H (12.5721, 7.2194, 10.8285)
H (15.4030, 6.1100, 10.2550)
H (15.2306, 6.5274, 12.0120)
H (16.7015, 6.9895, 11.1389)
H (14.7566, 10.7095, 12.0162)
H (16.0891, 9.7124, 12.5453)
H (14.3509, 9.3579, 13.0643)

HOMO level (spin up / spin down), eV: -10.11 / -7.62
<S²>: 6.0272
Multiplicity: 5
Charge: +1
Max |F|, eV/Å: 1.87

---

(2)
ORCA calculation (ωB97M-V/def2-TZVPD) on C25H49NO2PbSSi2 as an isolated structure in a non-equilibrium geometry.

Geometry (Å):
O (-0.9081, -2.3088, -1.2004)
O (-2.2985, -0.5867, -2.4887)
C (0.1362, -3.2871, -1.2326)
C (1.1028, -3.1976, -0.0684)
H (0.6537, -3.1015, -2.1834)
H (-0.3310, -4.2844, -1.2782)
H (1.4572, -2.1724, 0.0856)
H (1.9700, -3.8271, -0.2828)
H (0.6503, -3.5620, 0.8601)
C (-1.8727, -2.4815, -0.1304)
C (-2.9556, -3.4414, -0.5426)
H (-2.2702, -1.4797, 0.0829)
H (-1.3553, -2.8166, 0.7839)
H (-3.4830, -3.0559, -1.4207)
H (-3.6701, -3.5653, 0.2754)
H (-2.5365, -4.4255, -0.7815)
C (-3.5319, 0.1469, -2.5364)
C (-1.9793, -1.2213, -3.7447)
C (-3.8901, 0.5773, -1.1384)
H (-4.3187, -0.4969, -2.9634)
H (-3.4111, 1.0229, -3.1967)
H (-4.0405, -0.2884, -0.4795)
H (-4.8280, 1.1380, -1.1712)
H (-3.1226, 1.2271, -0.7047)
C (-2.6769, -2.5439, -3.9178)
H (-0.8869, -1.3536, -3.7445)
H (-2.2466, -0.5451, -4.5763)
H (-2.3221, -3.2560, -3.1648)
H (-2.4377, -2.9475, -4.9073)
H (-3.7663, -2.4437, -3.8516)
H (-0.9609, -0.4874, -1.3549)
Pb (1.0233, 1.6957, 1.0890)
C (-0.2809, 0.3573, -0.7919)
Si (0.6221, 1.3447, -2.1519)
H (-1.0313, 0.9082, -0.2135)
H (0.3384, -0.2935, -0.1562)
C (1.8362, 0.1049, -2.8467)
C (1.5516, 2.9468, -1.7094)
C (-0.6031, 1.9868, -3.4228)
C (3.2425, 0.8747, 0.6219)
Si (4.3797, 1.4892, 1.9717)
H (3.5687, 1.1703, -0.3863)
H (3.1274, -0.2205, 0.6162)
C (5.4273, 2.9067, 1.3183)
C (5.5064, 0.1115, 2.5750)
C (3.4229, 2.1323, 3.4685)
H (-0.1824, 2.8803, -3.9062)
H (-1.5529, 2.2859, -2.9593)
H (-0.8192, 1.2516, -4.2082)
H (2.6793, -0.0571, -2.1609)
H (2.2354, 0.4824, -3.7995)
H (1.3493, -0.8625, -3.0303)
H (2.5174, 2.7813, -1.2129)
H (0.9410, 3.6340, -1.1005)
H (1.7536, 3.4552, -2.6663)
H (5.8759, -0.4902, 1.7336)
H (4.9878, -0.5588, 3.2744)
H (6.3789, 0.5309, 3.0962)
H (2.6290, 1.4453, 3.7970)
H (2.9836, 3.1220, 3.2691)
H (4.1345, 2.2471, 4.3011)
H (6.2728, 3.0986, 1.9950)
H (4.8436, 3.8348, 1.2372)
H (5.8359, 2.6705, 0.3257)
S (-0.6197, -1.3785, 4.4363)
C (0.9103, -1.9731, 3.9474)
C (1.4267, -1.2448, 2.8724)
C (0.5868, -0.1749, 2.4752)
C (-0.5651, -0.1174, 3.2139)
C (-1.6398, 0.8467, 3.0702)
C (-2.8170, 0.8044, 3.8411)
C (-3.8478, 1.6971, 3.5802)
C (-3.6863, 2.6404, 2.5597)
C (-2.4760, 2.6714, 1.8576)
N (-1.4821, 1.8031, 2.1073)
H (1.3786, -2.8072, 4.4584)
H (2.3819, -1.4715, 2.4035)
H (-2.8920, 0.0601, 4.6322)
H (-4.7634, 1.6663, 4.1674)
H (-4.4628, 3.3590, 2.3094)
H (-2.2968, 3.4177, 1.0744)

HOMO level, eV: -6.78
Energy above the lowest of the compared OMol25 structures with the same formula, charge and spin, kcal/mol: 24.14
Charge: 0
Max |F|, eV/Å: 3.40

---

(3)
ORCA calculation (ωB97M-V/def2-TZVPD) on C25H49O11Rb as an isolated structure in a non-equilibrium geometry.

Geometry (Å):
Rb (-25.7239, -17.4958, -13.1910)
O (-26.4617, -12.2651, -9.5821)
C (-26.1472, -12.1078, -10.8561)
O (-26.2013, -10.9922, -11.3426)
O (-25.7695, -13.0407, -11.5693)
H (-26.8613, -11.3958, -9.5035)
C (-32.1392, -10.8659, -9.0725)
C (-32.9254, -9.8254, -8.2616)
O (-32.7237, -8.6338, -8.4672)
C (-34.0618, -10.3840, -7.4140)
H (-31.1458, -10.7616, -8.6362)
H (-32.0467, -10.4959, -10.0936)
H (-32.5915, -11.8576, -9.0820)
H (-34.7354, -11.0658, -7.9331)
H (-34.6838, -9.5492, -7.0912)
H (-33.5804, -10.8882, -6.5760)
C (-28.6430, -9.9101, -2.3389)
C (-29.5382, -11.0728, -2.7995)
O (-30.6939, -11.1509, -2.3774)
C (-28.9638, -12.0905, -3.7623)
H (-27.8814, -10.1190, -1.5877)
H (-29.3272, -9.2129, -1.8553)
H (-28.1898, -9.4989, -3.2410)
H (-29.7862, -12.7333, -4.0761)
H (-28.1227, -12.7020, -3.4355)
H (-28.8129, -11.5938, -4.7207)
C (-21.8434, -16.6118, -8.8058)
C (-23.2837, -16.9285, -8.4025)
O (-23.9680, -17.7348, -9.0265)
C (-23.6803, -16.3626, -7.0884)
H (-21.5373, -17.4335, -9.4532)
H (-21.1443, -16.5730, -7.9704)
H (-21.7490, -15.7283, -9.4372)
H (-24.6723, -16.6880, -6.7751)
H (-23.7362, -15.2741, -7.1050)
H (-23.0003, -16.7134, -6.3121)
C (-28.4624, -6.1184, -6.2357)
C (-27.5601, -6.9062, -7.1750)
O (-27.5322, -8.1423, -7.2018)
C (-26.7629, -6.1404, -8.2169)
H (-27.8861, -5.8359, -5.3546)
H (-29.3101, -6.7330, -5.9327)
H (-28.7818, -5.2086, -6.7439)
H (-26.1407, -5.4072, -7.7038)
H (-27.3908, -5.6178, -8.9386)
H (-26.1292, -6.7725, -8.8390)
C (-27.4887, -5.8387, -13.4433)
C (-26.2188, -6.1934, -14.1801)
O (-26.2238, -6.4401, -15.3700)
C (-24.8858, -6.1453, -13.4961)
H (-28.2733, -5.8816, -14.1987)
H (-27.4706, -4.8599, -12.9641)
H (-27.7511, -6.6346, -12.7463)
H (-24.0564, -6.4280, -14.1444)
H (-24.8773, -6.9200, -12.7294)
H (-24.8124, -5.1688, -13.0173)
C (-21.0683, -10.1150, -10.1752)
C (-20.1582, -10.6667, -11.2267)
O (-20.3751, -10.4153, -12.4016)
C (-19.0921, -11.6444, -10.8090)
H (-21.2843, -10.9601, -9.5215)
H (-21.9013, -9.6363, -10.6900)
H (-20.5426, -9.3159, -9.6526)
H (-19.4365, -12.5821, -10.3730)
H (-18.4076, -11.1109, -10.1495)
H (-18.5975, -11.9479, -11.7317)
C (-23.7061, -10.6552, -4.3533)
C (-22.7724, -11.7963, -3.9415)
O (-21.9516, -12.2547, -4.7557)
C (-23.1325, -12.4465, -2.6198)
H (-23.2022, -10.0046, -5.0681)
H (-23.9571, -10.1764, -3.4068)
H (-24.6245, -11.0342, -4.8018)
H (-22.6424, -11.9559, -1.7788)
H (-22.7797, -13.4765, -2.6725)
H (-24.2222, -12.4478, -2.6436)
C (-32.2384, -16.8806, -9.3374)
C (-30.7639, -16.8944, -9.7415)
O (-30.3178, -17.3581, -10.7590)
C (-29.7854, -16.2192, -8.8204)
H (-32.6230, -15.9170, -9.0032)
H (-32.4314, -17.5395, -8.4908)
H (-32.9020, -17.1734, -10.1510)
H (-29.5631, -15.2086, -9.1628)
H (-28.8505, -16.7617, -8.9608)
H (-30.0420, -16.1870, -7.7615)

HOMO level, eV: -5.89
Energy above the lowest of the compared OMol25 structures with the same formula, charge and spin, kcal/mol: 100.44
Charge: 0
Max |F|, eV/Å: 4.38